{
  "formula": "C19H24ClNSiTi",
  "method": "wB97M-V/def2-TZVPD",
  "e_homo_ev": [0.76, 0.18],
  "energy_ha": -2392.32073,
  "e_lumo_ev": [4.680, 4.642],
  "spin_multiplicity": 3,
  "homo_lumo_gap_ev": [3.9, 4.5],
  "charge": -2,
  "elements": ["C", "C", "C", "H", "C", "C", "H", "H", "H", "H", "Ti", "Cl", "C", "C", "C", "H", "C", "C", "H", "H", "H", "H", "C", "Si", "C", "C", "N", "C", "C", "C", "C", "C", "C", "H", "H", "H", "H", "H", "H", "H", "H", "H", "H", "H", "H", "H", "H"],
  "positions_angstrom": [[-1.16, 0.90, -1.47], [0.13, 0.36, -1.75], [1.10, 1.17, -1.03], [0.39, -0.45, -2.43], [0.41, 2.28, -0.46], [-0.99, 2.14, -0.74], [-1.79, 2.85, -0.53], [-2.10, 0.46, -1.78], [2.18, 1.06, -1.06], [0.93, 3.13, -0.02], [-0.22, 0.20, 0.36], [0.53, -1.87, 0.60], [3.66, -2.23, 0.10], [4.26, -0.97, 0.40], [4.50, -0.29, -0.83], [4.52, -0.62, 1.40], [4.05, -1.13, -1.89], [3.53, -2.33, -1.32], [3.15, -3.19, -1.87], [3.39, -3.00, 0.82], [4.99, 0.68, -0.94], [4.13, -0.91, -2.96], [-3.08, 0.18, 1.43], [-2.16, 1.08, 2.77], [-2.55, 2.84, 3.22], [-2.08, 0.16, 4.40], [-0.52, 1.13, 2.09], [0.66, 1.40, 2.81], [0.98, 2.74, 3.11], [1.94, 3.00, 4.09], [2.60, 1.93, 4.72], [2.39, 0.60, 4.30], [1.45, 0.34, 3.31], [-4.12, 0.10, 1.80], [-2.70, -0.85, 1.28], [-3.10, 0.73, 0.46], [-3.58, 2.92, 3.61], [-1.89, 3.21, 4.02], [-2.47, 3.55, 2.38], [-1.93, -0.91, 4.22], [-1.24, 0.52, 5.02], [-3.00, 0.28, 4.98], [0.43, 3.53, 2.60], [2.16, 4.04, 4.35], [3.33, 2.12, 5.50], [2.95, -0.23, 4.76], [1.27, -0.66, 2.90]]
}



{
  "formula": "C22H42Cl2N3O3S",
  "method": "wB97M-V/def2-TZVPD",
  "e_homo_ev": -11.14,
  "energy_ha": -2571.61824,
  "e_lumo_ev": -3.780,
  "homo_lumo_gap_ev": 7.4,
  "charge": 1,
  "elements": ["C", "C", "Cl", "C", "Cl", "C", "C", "C", "N", "C", "C", "N", "C", "N", "C", "S", "H", "H", "H", "H", "H", "H", "H", "H", "H", "H", "H", "H", "H", "H", "H", "H", "H", "H", "C", "C", "C", "O", "C", "H", "H", "H", "H", "H", "H", "H", "H", "C", "C", "C", "O", "C", "H", "H", "H", "H", "H", "H", "H", "H", "C", "C", "C", "O", "C", "H", "H", "H", "H", "H", "H", "H", "H"],
  "positions_angstrom": [[4.34, -1.14, 1.62], [3.81, -2.46, 0.88], [5.00, -3.80, 1.36], [2.32, -2.90, 1.35], [2.24, -2.58, 3.15], [1.25, -2.13, 0.47], [1.65, -0.75, -0.28], [0.29, -0.60, -1.17], [-0.76, -0.94, -0.11], [-1.71, 0.17, 0.23], [-1.00, 1.56, 0.61], [-1.36, 2.05, 1.99], [-0.23, -1.84, 1.01], [-0.45, -1.12, 2.29], [-1.37, -1.77, 2.92], [-2.82, -2.43, 3.40], [3.61, -0.26, 1.55], [4.67, -1.32, 2.69], [5.27, -0.78, 1.05], [3.89, -2.31, -0.24], [2.24, -4.03, 1.17], [1.08, -2.84, -0.42], [2.42, -0.91, -1.09], [1.85, 0.16, 0.37], [0.14, 0.37, -1.75], [0.12, -1.42, -1.94], [-1.37, -1.59, -0.63], [-2.30, 0.39, -0.73], [-2.52, -0.13, 1.00], [-1.35, 2.36, -0.12], [0.14, 1.52, 0.58], [-1.38, 1.28, 2.67], [-0.54, 2.62, 2.27], [-0.85, -2.81, 0.93], [-2.57, 5.24, -3.43], [-1.41, 5.80, -2.63], [-1.50, 5.01, -1.35], [-2.05, 3.72, -1.69], [-2.55, 3.78, -3.04], [-2.47, 5.39, -4.51], [-3.50, 5.71, -3.11], [-0.47, 5.59, -3.14], [-1.47, 6.88, -2.47], [-2.19, 5.48, -0.63], [-0.53, 4.88, -0.86], [-1.86, 3.21, -3.67], [-3.54, 3.32, -3.08], [-5.19, 4.87, 3.30], [-5.03, 3.67, 2.39], [-4.55, 4.31, 1.10], [-3.81, 5.49, 1.48], [-4.04, 5.75, 2.87], [-5.16, 4.62, 4.36], [-6.14, 5.36, 3.09], [-4.25, 3.01, 2.78], [-5.94, 3.09, 2.26], [-5.39, 4.63, 0.48], [-3.91, 3.65, 0.51], [-3.12, 5.50, 3.41], [-4.25, 6.81, 3.01], [4.47, -7.39, -0.85], [4.84, -8.30, -1.99], [4.49, -7.46, -3.20], [4.67, -6.09, -2.81], [4.85, -6.03, -1.39], [4.97, -7.63, 0.09], [3.38, -7.44, -0.67], [5.92, -8.50, -1.97], [4.33, -9.26, -1.98], [3.44, -7.59, -3.48], [5.11, -7.68, -4.07], [5.90, -5.80, -1.19], [4.23, -5.22, -0.98]]
}